Version w
The following is a DFT calculation (ωB97M-V/def2-TZVPD) of one molecule with the formula H2N2O3S2.

Output
HOMO energy: -10.612 eV

The geometry in ORCA input format:
```
! wB97M-V def2-TZVPD RIJCOSX def2/J DEFGRID3
* xyz 0 1
N -1.105 -2.348 -1.403
N 0.068 -0.266 -0.069
O 1.526 -2.688 -1.403
O 0.209 -3.135 -3.424
O 0.174 -0.783 -2.432
S 0.267 -2.520 -2.155
S -0.967 -0.722 -1.336
H 0.669 -0.949 0.163
H -0.238 0.338 0.581
*
```

***

Version x
The following is a DFT calculation (ωB97M-V/def2-TZVPD) of H2N2O3S2 as an isolated structure.

Output
HOMO energy: -11.113 eV

The geometry in ORCA input format:
```
! wB97M-V def2-TZVPD RIJCOSX def2/J DEFGRID3
* xyz 0 1
N -2.274 1.209 0.254
N 2.301 -1.253 -0.137
O -0.579 0.653 -1.678
O -0.862 -0.978 0.122
O 0.902 0.881 0.527
S -1.085 0.413 -0.325
S 2.105 0.237 -0.098
H -2.116 0.780 1.145
H 1.607 -1.941 0.191
*
```

***

Stability order, top to bottom: version w, version x

***

Version w
The following is a DFT calculation (ωB97M-V/def2-TZVPD) of a 2-piece molecular cluster, C4H12S overall.

Output
Structure (SMILES): CCS.CC
HOMO energy: -9.036 eV

The geometry in ORCA input format:
```
! wB97M-V def2-TZVPD RIJCOSX def2/J DEFGRID3
* xyz 0 1
C -1.832 0.348 -0.828
C -2.462 -1.026 -0.597
S -1.380 -2.193 0.247
H -1.379 0.757 0.079
H -2.612 1.081 -1.026
H -1.127 0.309 -1.658
H -3.347 -0.914 0.044
H -2.853 -1.398 -1.548
H -0.787 -2.840 -0.765
C 1.772 0.254 1.143
C 2.696 1.189 0.322
H 1.599 -0.755 0.771
H 2.153 0.218 2.163
H 0.844 0.784 1.338
H 3.320 1.777 0.979
H 3.325 0.602 -0.348
H 2.069 1.808 -0.317
*
```

***

Version x
The following is a DFT calculation (ωB97M-V/def2-TZVPD) of a 2-piece molecular cluster, C4H12S overall.

Output
Structure (SMILES): CSC.CC
HOMO energy: -8.552 eV

The geometry in ORCA input format:
```
! wB97M-V def2-TZVPD RIJCOSX def2/J DEFGRID3
* xyz 0 1
C -1.659 0.735 2.187
S -0.303 1.814 2.815
C 0.969 0.554 2.947
H -1.795 -0.025 2.944
H -2.547 1.385 2.186
H -1.692 0.450 1.137
H 1.942 0.945 3.222
H 1.052 0.024 1.986
H 0.713 -0.295 3.580
C -0.271 -0.624 -3.212
C 1.118 -0.732 -2.563
H -0.253 -0.938 -4.258
H -0.883 -1.365 -2.695
H -0.727 0.362 -3.200
H 1.490 -1.736 -2.748
H 1.033 -0.607 -1.478
H 1.812 0.055 -2.849
*
```

***

Stability order, top to bottom: version w, version x

***

Version w
The following is a DFT calculation (ωB97M-V/def2-TZVPD) of C7H12N2 as an isolated structure.

Output
HOMO energy: -5.355 eV

The geometry in ORCA input format:
```
! wB97M-V def2-TZVPD RIJCOSX def2/J DEFGRID3
* xyz 0 1
C -2.217 -1.132 0.076
C -0.764 -1.332 0.322
C 1.293 2.186 -0.533
C -0.198 0.980 0.943
C 0.066 -0.508 1.239
C 0.267 -1.125 -0.649
C 0.130 0.272 -1.395
H -2.488 -0.135 -0.357
H -2.778 -1.126 1.010
H -2.721 -1.868 -0.612
H 1.756 2.304 -1.471
H 1.723 2.686 0.372
H -1.311 1.171 0.877
H 0.243 1.642 1.724
H 0.041 -0.742 2.326
H 1.614 -1.696 0.834
H 0.517 -1.830 -1.435
H -0.944 0.387 -1.706
H 0.945 0.463 -2.081
N 0.405 1.233 -0.342
N 1.301 -0.847 0.414
*
```

***

Version x
The following is a DFT calculation (ωB97M-V/def2-TZVPD) of a 2-piece molecular cluster, C7H12N2 overall.

Output
HOMO energy (alpha / beta): -9.776 / -9.717 eV

The geometry in ORCA input format:
```
! wB97M-V def2-TZVPD RIJCOSX def2/J DEFGRID3
* xyz 0 1
C -4.272 0.186 0.237
C -3.941 -1.009 0.618
C 0.066 -1.412 -0.290
C -0.167 0.730 0.794
C 0.418 0.689 -1.625
C 2.043 -0.051 -0.012
C 0.532 -0.065 -0.245
N -4.699 1.287 -0.035
N -0.912 -1.863 0.374
H -3.621 -1.994 0.340
H 0.835 -2.058 -0.775
H 0.535 1.363 1.300
H -0.457 0.085 1.635
H -1.120 1.250 0.434
H 1.017 0.257 -2.479
H -0.561 0.567 -2.033
H 0.429 1.812 -1.505
H 2.399 -0.772 0.713
H 2.284 0.891 0.472
H 2.505 -0.216 -0.936
H -1.471 -1.235 0.838
*
```

***

Stability order, top to bottom: version w, version x

***

Version w
The following is a DFT calculation (ωB97M-V/def2-TZVPD) of one molecule with the formula C7H9N.

Output
Structure (SMILES): C=Cc1[nH]ccc1C
HOMO energy: -7.790 eV

The geometry in ORCA input format:
```
! wB97M-V def2-TZVPD RIJCOSX def2/J DEFGRID3
* xyz 0 1
C 2.160 0.545 1.552
C 1.072 -0.209 1.415
C 0.299 -0.204 0.183
N 0.904 -0.316 -1.050
C -0.036 -0.160 -2.039
C -1.237 0.022 -1.411
C -1.058 -0.030 -0.002
C -2.107 0.241 1.007
H 2.585 1.186 0.792
H 2.689 0.559 2.497
H 0.759 -0.862 2.222
H 1.898 -0.425 -1.163
H 0.145 -0.225 -3.097
H -2.210 0.108 -1.876
H -3.114 0.406 0.636
H -2.178 -0.548 1.760
H -1.849 1.135 1.582
*
```

***

Version x
The following is a DFT calculation (ωB97M-V/def2-TZVPD) of one molecule with the formula C7H9N.

Output
HOMO energy: -6.654 eV

The geometry in ORCA input format:
```
! wB97M-V def2-TZVPD RIJCOSX def2/J DEFGRID3
* xyz 0 1
C -0.795 -0.995 -0.536
C -2.096 -0.937 0.081
N -1.762 0.256 0.983
C -0.629 0.627 0.224
C 0.390 -0.414 0.039
C 1.728 -0.160 0.305
C 2.898 -0.841 0.466
C -0.847 1.576 -0.946
H -0.610 -1.358 -1.554
H -2.487 -1.753 0.689
H -1.456 0.085 1.942
H 1.897 0.844 0.722
H 3.775 -0.274 0.747
H 2.970 -1.912 0.637
H -1.767 1.206 -1.398
H -0.173 1.444 -1.795
H -1.036 2.606 -0.605
*
```

***

Stability order, top to bottom: version w, version x

***

Version w
The following is a DFT calculation (ωB97M-V/def2-TZVPD) of C7H9N as an isolated structure.

Output
HOMO energy: -7.175 eV

The geometry in ORCA input format:
```
! wB97M-V def2-TZVPD RIJCOSX def2/J DEFGRID3
* xyz 0 1
C 1.937 0.146 0.007
C 1.194 -1.018 -0.315
C -1.058 -1.060 -0.225
C -2.060 0.100 0.017
C 0.836 1.587 0.188
C -0.139 0.795 -0.348
C 0.031 -0.471 0.402
H 3.084 0.220 -0.646
H 2.243 0.174 1.263
H 1.658 -1.894 -0.032
H -1.389 -2.086 0.038
H -2.644 -0.285 0.915
H -3.053 0.100 -0.801
H 0.849 2.395 -0.541
H -0.090 0.551 -1.422
H -0.099 -0.455 1.439
N -1.301 1.201 0.061
*
```

***

Version x
The following is a DFT calculation (ωB97M-V/def2-TZVPD) of one molecule with the formula C7H9N.

Output
Structure (SMILES): C#C[C@]12CCCN1C2
HOMO energy: -9.103 eV

The geometry in ORCA input format:
```
! wB97M-V def2-TZVPD RIJCOSX def2/J DEFGRID3
* xyz 0 1
C 2.023 0.680 2.117
C 1.501 0.312 0.987
C 0.597 0.051 -0.023
C -0.394 1.216 -0.477
C -1.654 0.609 -0.966
C -1.744 -0.702 -0.186
N -0.289 -1.199 0.080
C 0.783 -1.052 -0.982
H 2.539 1.020 2.971
H 0.085 1.917 -1.215
H -0.713 1.802 0.335
H -2.550 1.351 -0.589
H -1.759 0.281 -2.072
H -2.146 -0.585 0.901
H -2.140 -1.565 -0.733
H 1.684 -1.707 -1.049
H 0.346 -0.809 -1.936
*
```

***

Version y
The following is a DFT calculation (ωB97M-V/def2-TZVPD) of one molecule with the formula C7H9N.

Output
Structure (SMILES): C1=C[C@H]2NC[C@H]3[C@@H]1[C@H]32
HOMO energy: -8.739 eV

The geometry in ORCA input format:
```
! wB97M-V def2-TZVPD RIJCOSX def2/J DEFGRID3
* xyz 0 1
C -0.018 -0.542 -1.567
C 0.891 -1.058 -0.681
C 0.628 -0.761 0.842
N 0.941 0.577 1.351
C 0.339 1.331 0.207
C -0.978 0.675 0.090
C -1.291 -0.434 -0.742
C -0.948 -0.542 0.821
H 0.160 -0.474 -2.609
H 1.867 -1.053 -1.337
H 0.750 -1.493 1.660
H 1.932 0.611 1.352
H 0.691 1.123 -0.739
H 0.444 2.416 0.407
H -1.864 1.186 0.305
H -2.209 -0.450 -1.196
H -1.336 -1.112 1.839
*
```

***

Stability order, top to bottom: version x, version y, version w

***

Version w
The following is a DFT calculation (ωB97M-V/def2-TZVPD) of C7H9N as an isolated structure.

Output
HOMO energy: -8.476 eV

The geometry in ORCA input format:
```
! wB97M-V def2-TZVPD RIJCOSX def2/J DEFGRID3
* xyz 0 1
C 2.607 0.295 -0.121
C 1.418 0.820 0.260
C 0.072 0.119 -0.026
C -0.292 -0.991 1.030
C -1.049 -1.595 -0.048
C -0.916 1.180 -0.074
C -1.926 1.754 -0.043
H 3.545 0.908 -0.015
H 2.884 -0.659 -0.590
H 1.269 1.913 0.382
H 0.580 -1.559 1.241
H -0.656 -0.761 2.083
H -2.075 -1.168 -0.113
H -1.161 -2.712 -0.189
H 0.354 -1.230 -1.707
H -2.843 2.254 -0.373
N -0.197 -0.925 -0.942
*
```

***

Version x
The following is a DFT calculation (ωB97M-V/def2-TZVPD) of one molecule with the formula C7H9N.

Output
HOMO energy (alpha / beta): -7.494 / -7.144 eV

The geometry in ORCA input format:
```
! wB97M-V def2-TZVPD RIJCOSX def2/J DEFGRID3
* xyz 0 1
C 0.760 -0.189 1.499
C -1.024 0.399 -0.062
C 0.656 -0.783 0.188
C 1.186 0.543 2.437
C -2.159 0.699 0.502
C 0.167 0.351 -0.850
C 0.079 -0.258 -2.269
N 0.879 -2.033 0.112
H 2.238 0.844 2.751
H 0.691 1.000 3.224
H -2.609 1.654 0.279
H -2.623 -0.042 1.128
H 0.917 1.089 -0.680
H -0.612 -0.972 -2.156
H 1.066 -0.477 -2.514
H -0.261 0.618 -2.831
H 0.649 -2.442 -0.759
*
```

***

Stability order, top to bottom: version w, version x